# 1
The following is a quantum chemistry calculation of C16H28Cl8O6 as an isolated structure at a distorted geometry, from OMol25.

The total charge is 0. The energy above the lowest of the compared OMol25 structures with the same formula, charge and spin is 1648.6 kJ/mol. As for the max |F|: 14.0 eV/A. The HOMO energy is -0.298 hartree. The HOMO-LUMO gap is 8.06 eV.

```
58
Properties=species:S:1:pos:R:3:forces:R:3
H 1.301083 2.712204 1.760215 -3.829 -1.505 1.477
H 3.289437 1.060166 3.707138 0.130 -0.220 0.164
C 4.446507 0.630650 1.981285 0.366 0.926 0.404
Cl -1.872053 0.505993 -4.719548 0.709 0.210 0.624
H -0.357943 -0.429869 -3.091917 -1.341 0.668 -1.552
C -0.868249 1.538087 -2.305460 -1.826 0.025 -1.444
C 0.364999 2.179703 1.928422 -3.369 -2.506 0.800
O -0.812711 -0.663840 0.337725 1.083 1.295 -2.990
H -0.535245 -1.190074 2.268441 0.203 0.417 0.148
H 0.555825 1.935693 -0.809158 1.875 1.864 1.122
O -1.498499 -3.964667 -1.381480 -1.149 -1.812 -3.295
C -4.112633 -0.467149 1.647093 0.810 -0.188 -0.053
C -1.159509 -2.751078 -0.818703 2.702 -0.784 1.541
H -5.119053 -0.881861 1.704004 0.404 -0.653 -0.040
C 0.195038 -0.185469 -0.418370 0.421 1.210 3.245
H -1.058355 2.575229 -2.581668 -0.373 -0.179 -0.513
O 0.366717 -0.339107 -1.611790 3.713 11.687 6.838
Cl 2.527597 3.268458 1.124076 6.465 3.829 -1.733
H -0.084523 2.441466 2.886291 0.168 -0.407 0.444
H -1.950015 -3.421072 1.181830 -0.205 0.081 -0.499
H 0.398622 0.876875 -3.916466 -1.205 -0.296 -0.577
O 1.033353 0.468429 0.428460 0.720 -2.519 -0.287
H -0.063491 1.615150 -1.574345 -2.973 -0.845 -2.157
H 1.267083 0.292759 2.486955 -2.594 0.704 -1.406
H -0.422914 2.490876 1.242525 0.052 0.358 -0.515
H 0.171205 -1.306500 -1.755697 -1.618 -7.816 -2.749
Cl -2.354095 0.859171 -1.517827 1.974 2.678 -2.901
C 1.599815 2.103691 -1.073670 2.340 1.092 -0.675
C -0.940886 -4.046538 -2.651802 -0.723 -3.867 -1.921
H -0.727486 -2.176575 1.163392 0.273 -2.559 0.301
C -0.542136 0.582606 -3.451176 -0.836 0.030 -1.782
C 0.558414 0.623392 1.727633 -3.268 2.444 1.045
C -0.688989 -0.296545 1.663412 1.221 2.202 1.804
H 5.132330 -0.126342 2.361705 -0.292 -0.208 -0.293
C -1.009428 -3.129115 0.714755 -0.218 1.069 -0.912
H -4.125881 0.495962 -0.280200 -0.828 -0.668 -0.021
O -1.154572 -4.922333 -3.515135 -0.005 2.701 3.065
H 1.528990 4.280193 -0.734332 -0.334 -0.180 0.231
Cl 4.272516 0.557441 0.222693 0.296 -0.636 -0.242
H -2.571642 0.179211 0.212437 -0.736 -1.469 1.008
C 3.120496 0.675115 2.701502 1.716 0.732 0.531
H 2.083525 1.232750 -0.631426 0.777 1.292 -1.132
H 3.102564 3.727930 -1.069570 0.092 -0.574 0.013
Cl -3.611210 -1.884767 -0.754019 -4.147 2.266 1.494
H -1.878238 -1.961772 -1.038936 1.632 -1.120 0.225
Cl 1.751779 1.975042 -2.853685 1.910 1.518 0.829
H -0.343113 -3.966312 0.922683 0.402 0.246 -0.484
C -3.555517 -0.289931 0.214924 -1.719 -1.050 2.165
H -4.186881 0.469394 2.199800 0.274 0.249 -0.391
Cl 2.397937 -0.903719 2.842907 2.222 -2.911 1.096
C 0.087546 -2.384186 -1.615377 0.335 -5.637 1.140
Cl -2.867125 -1.418914 2.673320 -3.289 -0.667 0.320
H 1.008432 -2.651707 -1.097207 0.459 -0.426 0.213
H 2.460974 1.410018 2.239928 0.486 -0.930 0.138
H 4.935155 1.589726 2.152997 -0.005 0.043 0.093
O -0.009272 -3.135761 -2.796047 -0.074 -0.110 -0.616
H -1.658159 0.119300 1.938861 1.058 0.662 0.137
C 2.181881 3.422523 -0.572399 -0.331 0.245 -1.479
```
Forces are in eV/Å.

Atomic charges from the Mulliken analysis, expressed in e, are listed below: number 1, H, carries -0.03; number 2, H, carries 0.56; number 3, C, carries -0.67; number 4, Cl, carries -0.25; number 5, H, carries -0.07; number 6, C, carries 0.38; number 7, C, carries -1.24; number 8, O, carries 0.20; number 9, H, carries 0.89; number 10, H, carries 0.84; number 11, O, carries -0.47; number 12, C, carries -0.68; number 13, C, carries 1.03; number 14, H, carries 0.42; number 15, C, carries -0.10; number 16, H, carries 0.55; number 17, O, carries -0.66; number 18, Cl, carries -0.27; number 19, H, carries 0.35; number 20, H, carries 0.38; number 21, H, carries 0.48; number 22, O, carries -0.19; number 23, H, carries -1.90; number 24, H, carries 0.82; number 25, H, carries 0.50; number 26, H, carries 0.65; number 27, Cl, carries -0.22; number 28, C, carries 0.71; number 29, C, carries 0.40; number 30, H, carries 0.21; number 31, C, carries 0.26; number 32, C, carries -0.88; number 33, C, carries -1.19; number 34, H, carries 0.42; number 35, C, carries -1.10; number 36, H, carries 0.84; number 37, O, carries -0.64; number 38, H, carries 0.39; number 39, Cl, carries -0.08; number 40, H, carries -0.34; number 41, C, carries 0.46; number 42, H, carries -0.34; number 43, H, carries 0.46; number 44, Cl, carries -0.19; number 45, H, carries 0.01; number 46, Cl, carries -0.30; number 47, H, carries 0.39; number 48, C, carries 0.15; number 49, H, carries 0.39; number 50, Cl, carries -0.24; number 51, C, carries -0.54; number 52, Cl, carries -0.14; number 53, H, carries 0.28; number 54, H, carries -1.07; number 55, H, carries 0.37; number 56, O, carries -0.39; number 57, H, carries 0.73; number 58, C, carries -0.32

=====

# 2
The following is a quantum chemistry calculation of C9H32InN16O11 as an isolated structure at a distorted geometry, from OMol25.

The total charge is +1. The energy above the lowest of the compared OMol25 structures with the same formula, charge and spin is 0.0 kJ/mol. As for the max |F|: 1.7 eV/A. The HOMO energy is -0.450 hartree. The HOMO-LUMO gap is 2.90 eV.

```
69
Properties=species:S:1:pos:R:3:forces:R:3
O 4.685915 -3.110969 0.806150 0.183 -0.248 -0.044
H -1.596281 -0.604404 -4.270136 0.297 -0.460 0.069
H -3.247999 5.415629 3.290667 0.116 0.028 -0.270
C 0.040421 0.255114 0.008632 -0.873 0.061 0.181
H 2.728643 -0.766370 1.585221 0.063 0.351 0.427
H -0.048083 -4.456805 2.577838 0.191 -0.059 0.282
O -1.747310 4.437583 1.388556 -0.356 0.133 -0.824
N 2.360523 1.718013 2.424401 -0.429 0.203 -1.041
H 4.933403 0.719767 -0.446704 -0.036 -0.073 -0.084
H 1.631054 1.610798 1.730326 -0.080 -0.130 0.208
H 0.832426 -2.208766 -3.190128 -0.076 0.101 -0.030
H 2.052284 0.003635 -2.239643 0.180 -0.402 -0.222
C 2.339068 1.182208 3.683743 0.735 -0.426 0.410
N -3.442192 -0.681006 -1.661879 -0.007 0.420 0.064
N 2.624386 -2.556559 -0.017044 -0.023 -0.266 -0.294
H 1.777020 -2.007029 0.065886 0.405 -0.267 -0.031
N 2.996464 0.138935 -1.925649 -0.213 1.173 0.031
N 3.559923 -1.318990 1.644308 0.581 -0.491 -0.112
N -4.887897 0.667882 -2.853249 -0.351 -0.029 -0.071
N -2.749763 4.560862 3.459955 -0.098 0.118 -0.365
H -2.528465 -0.826127 -1.268610 -0.154 -0.081 0.208
H -0.554962 -0.113491 -3.001376 -0.331 0.372 -0.069
H -0.865015 -2.468652 -0.395569 -0.535 -0.562 0.847
O -0.892874 -3.992109 -3.070965 0.244 0.195 -0.079
N 0.060264 -3.470160 2.748033 -0.194 0.184 -0.453
C -0.651889 -3.176788 -2.209121 -0.606 -0.834 0.110
H -1.534264 2.117977 -6.274930 0.106 0.380 0.405
H -2.036197 -1.110142 3.359949 -0.023 0.290 -0.316
N -1.318453 -1.589345 2.847824 0.572 -0.821 -0.007
O -0.500047 0.220770 -1.126130 0.404 -0.261 0.088
H 1.119419 0.128010 4.948171 0.003 -0.285 -0.108
O -2.921774 1.485859 -2.151803 0.505 0.439 0.180
H -5.029692 1.468254 -3.441910 0.100 0.237 0.274
H 0.565930 0.287769 3.275090 -0.382 -0.378 0.376
H -0.629907 2.417723 2.395752 0.100 -0.055 0.037
N 1.210950 0.489055 4.016521 0.145 0.708 -0.599
H 0.271376 -1.385986 -1.761378 0.199 -0.112 -0.073
H -2.707129 4.251540 4.413382 -0.025 0.018 0.015
N -1.641452 1.359235 -5.628024 -0.207 -0.352 -0.506
O 2.304232 2.247288 -1.408350 -0.205 0.491 -0.110
H 3.605780 -0.619455 -1.679931 -0.226 -0.277 -0.089
O 0.146746 1.427630 0.509339 -0.127 0.146 -0.170
H 3.065212 2.386051 2.163978 0.225 -0.125 0.441
N 0.363655 -2.236103 -2.297795 0.009 -0.291 -0.149
H -4.169249 -1.358716 -1.525514 0.142 -0.194 -0.075
H -0.844726 -1.301178 2.003956 -0.591 0.456 0.275
C 3.708811 -2.405641 0.828335 -0.597 0.447 -0.205
C -1.020827 -2.845462 3.340193 0.104 0.372 0.980
N -1.246877 2.921764 3.001339 -0.668 0.500 0.019
H -2.239270 0.619822 -5.953305 0.344 -0.241 -0.043
N -1.344491 -3.105971 -1.015002 0.846 1.233 -0.628
H -5.658705 0.027166 -2.789305 0.199 -0.230 0.015
O 3.322795 1.260806 4.394460 -0.199 0.260 0.230
H -1.880167 -3.891891 -0.698844 0.063 -0.089 0.094
In -1.051934 3.405764 -1.218340 0.177 -1.079 0.040
H 4.302485 -1.206890 2.316609 -0.376 0.422 0.203
H -1.440019 2.639507 3.943978 0.382 -0.440 -0.058
H 2.642567 -3.354457 -0.629674 -0.114 -0.009 0.035
C -3.712887 0.539748 -2.182547 -0.292 0.002 -0.366
C -1.927406 4.008508 2.524741 0.661 -0.497 0.894
N 4.315627 1.490429 -0.623540 -0.203 0.597 -0.129
O -1.598059 -3.291291 4.309848 -0.229 -0.259 -0.418
H 4.464917 2.334966 -0.102037 0.065 0.056 -0.134
O -0.589786 2.290752 -3.872814 0.964 0.094 0.401
O 0.336491 -0.777322 0.662909 0.423 0.780 -0.295
C -0.952321 1.267416 -4.457728 -1.394 0.597 0.364
H 0.536137 -2.958221 2.022724 0.027 -0.197 -0.138
C 3.164324 1.385551 -1.352079 0.463 -1.454 0.814
N -0.860877 0.006511 -3.951760 0.000 0.114 -0.415
```
Forces are in eV/Å.

Atomic charges from the Mulliken analysis, expressed in e, are listed below: number 1, O, carries -0.64; number 2, H, carries 0.30; number 3, H, carries 0.26; number 4, C, carries 0.32; number 5, H, carries 0.14; number 6, H, carries 0.24; number 7, O, carries -0.61; number 8, N, carries 0.10; number 9, H, carries 0.18; number 10, H, carries -0.10; number 11, H, carries 0.32; number 12, H, carries 0.13; number 13, C, carries 0.42; number 14, N, carries -0.25; number 15, N, carries -0.10; number 16, H, carries -0.22; number 17, N, carries -0.35; number 18, N, carries -0.19; number 19, N, carries -0.45; number 20, N, carries -0.37; number 21, H, carries 0.08; number 22, H, carries -0.08; number 23, H, carries 0.09; number 24, O, carries -0.63; number 25, N, carries -0.35; number 26, C, carries 0.43; number 27, H, carries 0.25; number 28, H, carries 0.19; number 29, N, carries -0.25; number 30, O, carries 0.62; number 31, H, carries 0.22; number 32, O, carries -0.56; number 33, H, carries 0.23; number 34, H, carries 0.13; number 35, H, carries 0.14; number 36, N, carries -0.15; number 37, H, carries -0.86; number 38, H, carries 0.16; number 39, N, carries -0.38; number 40, O, carries -0.54; number 41, H, carries 0.27; number 42, O, carries -0.95; number 43, H, carries 0.19; number 44, N, carries 0.25; number 45, H, carries 0.20; number 46, H, carries 0.10; number 47, C, carries 0.39; number 48, C, carries 0.44; number 49, N, carries -0.22; number 50, H, carries 0.15; number 51, N, carries -0.14; number 52, H, carries 0.16; number 53, O, carries -0.63; number 54, H, carries 0.27; number 55, In, carries 1.17; number 56, H, carries 0.20; number 57, H, carries 0.20; number 58, H, carries 0.18; number 59, C, carries 0.53; number 60, C, carries 0.54; number 61, N, carries -0.38; number 62, O, carries -0.61; number 63, H, carries 0.21; number 64, O, carries -0.62; number 65, O, carries 0.08; number 66, C, carries 0.48; number 67, H, carries 0.25; number 68, C, carries 0.56; number 69, N, carries -0.14

=====

Which of these has the highest HOMO?
C16H28Cl8O6

=====

Among the records above, which one has the highest max |F|?
C16H28Cl8O6